Density functional theory data (ωB97M-V with the def2-TZVPD basis set) for C8H7O6Ti as an isolated structure.

Each line ends with the natural charge from an NBO analysis.
Positions of all 22 atoms, in Å:
1 O 1.257 1.401 -3.694  -0.365
2 C 0.996 0.730 -2.801  0.474
3 Ti -0.297 0.138 0.134  0.920
4 O -0.759 2.675 -1.755  -0.259
5 C -0.561 1.742 -1.077  0.462
6 C -2.234 -0.393 0.535  0.518
7 O -3.318 -0.694 0.854  -0.275
8 C 1.572 -1.102 -0.158  0.150
9 O 2.123 -1.985 0.522  -0.368
10 C -0.688 -1.554 -1.113  0.515
11 O -1.120 -2.524 -1.593  -0.298
12 H 2.356 -0.666 -0.857  0.209
13 C 0.696 -0.876 3.921  -0.757
14 C 0.080 0.314 3.304  0.774
15 C -0.427 1.358 4.211  -0.757
16 O 0.038 0.462 2.052  -0.687
17 H 0.685 -0.726 5.024  0.273
18 H 1.748 -1.001 3.586  0.305
19 H 0.132 -1.804 3.692  0.296
20 H -0.032 2.359 3.988  0.297
21 H -1.531 1.412 4.230  0.304
22 H -0.108 1.089 5.227  0.270

As for the molar mass: 247.01 g mol⁻¹. The calculation puts the frontier orbital gap (spin up / spin down) at 6.7 / 6.2 eV. The spin multiplicity is 2. As for the charge: +2. As for the LUMO energy (spin up / spin down): -0.381 / -0.390 Eh. As for the largest force on an atom: 8.66 eV Å⁻¹. The expectation value of S² is 0.778. Its HOMO energy (spin up / spin down) is -17.05 / -16.79 eV.

---

Density functional theory data (ωB97M-V with the def2-TZVPD basis set) for C8H8 in the gas phase.

Each line ends with the natural charge from an NBO analysis.
Positions of all 16 atoms, in Å:
1 C -2.026 -0.442 0.963  -0.442
2 C -0.911 -0.096 0.302  0.110
3 C 0.355 0.529 0.942  -0.350
4 C 1.241 -0.763 0.699  -0.168
5 C 0.836 -1.278 -0.468  -0.177
6 C -0.279 -0.444 -1.044  -0.367
7 C 0.269 0.956 -1.335  -0.185
8 C 0.568 1.573 -0.142  -0.179
9 H -2.273 -0.160 2.010  0.208
10 H -2.840 -0.977 0.487  0.200
11 H 0.427 0.919 2.005  0.232
12 H 2.136 -1.025 1.273  0.221
13 H 1.418 -1.912 -1.176  0.219
14 H -0.757 -0.978 -1.820  0.232
15 H 0.703 1.312 -2.274  0.221
16 H 0.858 2.613 -0.004  0.224

As for the molar mass: 104.15 g mol⁻¹. The calculation puts the frontier orbital gap at 9.5 eV. As for the charge: 0. Its energy above the lowest of the compared OMol25 structures with the same formula, charge and spin is 2.8040 eV. As for the LUMO energy: 0.040 Eh. As for the largest force on an atom: 2.86 eV Å⁻¹. Its HOMO energy is -8.47 eV.

---

Density functional theory data (ωB97M-V with the def2-TZVPD basis set) for C8H8AlClFO as an isolated structure.

Each line ends with the natural charge from an NBO analysis.
Positions of all 20 atoms, in Å:
1 O -1.749 0.167 -4.482  -0.596
2 C -1.936 0.116 -3.309  0.872
3 F -2.822 1.043 -2.786  -0.393
4 C -1.283 -0.652 -2.260  -1.049
5 Al 0.292 0.418 -1.525  1.364
6 Cl 2.115 -0.318 -2.545  -0.623
7 C 0.507 0.126 0.443  -0.494
8 C -0.562 0.039 1.351  -0.223
9 C -0.372 -0.083 2.727  -0.222
10 C 0.921 -0.131 3.250  -0.246
11 C 2.004 -0.050 2.379  -0.230
12 C 1.796 0.072 1.002  -0.213
13 H -0.949 -1.590 -2.695  0.246
14 H -2.002 -0.861 -1.470  0.234
15 H 0.094 1.971 -1.876  -0.409
16 H -1.581 0.073 0.980  0.193
17 H -1.227 -0.145 3.387  0.192
18 H 1.084 -0.228 4.315  0.194
19 H 3.014 -0.088 2.767  0.194
20 H 2.656 0.120 0.347  0.211

As for the molar mass: 201.58 g mol⁻¹. The calculation puts the frontier orbital gap at 9.1 eV. As for the charge: -1. Its energy above the lowest of the compared OMol25 structures with the same formula, charge and spin is 0.0000 eV. As for the LUMO energy: 0.124 Eh. As for the largest force on an atom: 0.73 eV Å⁻¹. Its HOMO energy is -5.67 eV.

---

Density functional theory data (ωB97M-V with the def2-TZVPD basis set) for C8H8BNO in the gas phase.

Each line ends with the natural charge from an NBO analysis.
Positions of all 19 atoms, in Å:
1 B 1.483 0.036 -0.902  0.925
2 C -0.306 -1.323 2.286  -0.214
3 C -1.602 -0.767 2.053  -0.198
4 C 0.700 -1.128 1.322  -0.162
5 C -1.810 0.101 0.996  -0.189
6 C 0.467 -0.330 0.194  -0.402
7 C -0.744 0.353 0.099  -0.067
8 C -1.045 1.374 -0.975  0.103
9 C 0.887 1.086 -2.226  -0.540
10 N -0.396 1.694 -2.014  -0.390
11 O 2.585 -0.640 -1.013  -0.880
12 H -0.157 -2.038 3.175  0.224
13 H -2.453 -0.851 2.629  0.212
14 H 1.730 -1.637 1.352  0.229
15 H -2.843 0.581 0.935  0.218
16 H -2.083 1.822 -0.754  0.167
17 H 1.614 1.774 -2.693  0.220
18 H 0.578 0.209 -2.981  0.229
19 H 3.394 -0.316 -1.483  0.514

As for the molar mass: 144.97 g mol⁻¹. The calculation puts the frontier orbital gap at 9.1 eV. As for the charge: 0. Its energy above the lowest of the compared OMol25 structures with the same formula, charge and spin is 0.0000 eV. As for the LUMO energy: 0.014 Eh. As for the largest force on an atom: 4.52 eV Å⁻¹. Its HOMO energy is -8.69 eV.

---

Density functional theory data (ωB97M-V with the def2-TZVPD basis set) for a 2-piece molecular cluster, C8H8Br2NO2S overall.

Each line ends with the natural charge from an NBO analysis.
Positions of all 22 atoms, in Å:
1 C -2.946 0.328 1.264  0.229
2 C 0.219 0.723 -0.177  -0.008
3 C -1.046 1.087 -0.044  -0.006
4 C 0.663 -0.719 -0.229  -0.442
5 C 1.421 1.618 -0.257  -0.443
6 C 2.149 -0.643 -0.586  -0.395
7 C 2.596 0.682 0.030  -0.395
8 C -2.168 0.171 0.121  -0.489
9 N -3.555 0.345 2.245  -0.413
10 O -2.475 -2.894 1.661  -0.900
11 O -2.009 -2.977 -0.718  -0.918
12 S -2.819 -2.401 0.345  1.662
13 Br -1.408 3.067 -0.007  -0.121
14 Br -3.318 0.087 -1.500  -0.064
15 H 0.521 -1.177 0.753  0.224
16 H 0.081 -1.303 -0.944  0.249
17 H 1.498 2.040 -1.263  0.214
18 H 1.364 2.449 0.448  0.230
19 H 2.711 -1.494 -0.205  0.204
20 H 2.272 -0.602 -1.670  0.190
21 H 3.537 1.050 -0.379  0.198
22 H 2.713 0.563 1.110  0.193

As for the molar mass: 342.03 g mol⁻¹. The calculation puts the frontier orbital gap at 7.2 eV. As for the charge: -1. Its energy above the lowest of the compared OMol25 structures with the same formula, charge and spin is 0.0000 eV. As for the LUMO energy: 0.108 Eh. As for the largest force on an atom: 1.29 eV Å⁻¹. Its HOMO energy is -4.30 eV.

---

Density functional theory data (ωB97M-V with the def2-TZVPD basis set) for C8H8BrClN2S in the gas phase.

Each line ends with the natural charge from an NBO analysis.
Positions of all 21 atoms, in Å:
1 C -2.343 -2.230 -0.313  -0.333
2 C -1.901 -0.948 -0.532  -0.136
3 C -0.388 -1.719 1.196  -0.258
4 C 2.198 -0.763 0.181  0.082
5 C -0.777 -0.582 0.348  0.088
6 C 0.840 0.789 1.272  -0.069
7 C 2.624 1.633 -0.194  -0.482
8 C -2.620 0.141 -1.245  -0.371
9 N -0.280 0.625 0.483  -0.365
10 N 2.036 0.455 0.407  -0.398
11 S -1.150 -3.116 0.612  0.411
12 Cl 3.373 -1.362 -0.742  0.075
13 Br -3.469 1.293 0.203  -0.060
14 H -3.257 -2.836 -0.614  0.252
15 H 0.959 1.858 1.552  0.195
16 H 0.827 0.098 2.084  0.232
17 H 2.685 2.601 0.416  0.228
18 H 3.733 1.500 -0.291  0.225
19 H 2.280 2.052 -1.215  0.234
20 H -3.408 -0.251 -1.754  0.212
21 H -1.960 0.763 -1.855  0.240

As for the molar mass: 279.59 g mol⁻¹. The calculation puts the frontier orbital gap at 6.6 eV. As for the charge: 0. Its energy above the lowest of the compared OMol25 structures with the same formula, charge and spin is 4.1960 eV. As for the LUMO energy: -0.050 Eh. As for the largest force on an atom: 4.30 eV Å⁻¹. Its HOMO energy is -7.92 eV.